{"formula": "C57H126N6O9", "method": "ωB97M-V with the def2-TZVPD basis set", "species": ["C", "C", "C", "C", "C", "C", "C", "C", "C", "N", "O", "H", "H", "H", "H", "H", "H", "H", "H", "H", "H", "H", "H", "H", "H", "H", "H", "H", "H", "H", "C", "C", "C", "C", "C", "C", "C", "C", "C", "N", "O", "H", "H", "H", "H", "H", "H", "H", "H", "H", "H", "H", "H", "H", "H", "H", "H", "H", "H", "H", "C", "C", "C", "C", "C", "C", "C", "C", "C", "N", "O", "H", "H", "H", "H", "H", "H", "H", "H", "H", "H", "H", "H", "H", "H", "H", "H", "H", "H", "H", "C", "C", "C", "C", "C", "C", "C", "C", "C", "N", "O", "H", "H", "H", "H", "H", "H", "H", "H", "H", "H", "H", "H", "H", "H", "H", "H", "H", "H", "H", "C", "C", "C", "C", "C", "C", "C", "C", "C", "N", "O", "H", "H", "H", "H", "H", "H", "H", "H", "H", "H", "H", "H", "H", "H", "H", "H", "H", "H", "H", "C", "C", "C", "C", "C", "C", "C", "C", "C", "N", "O", "H", "H", "H", "H", "H", "H", "H", "H", "H", "H", "H", "H", "H", "H", "H", "H", "H", "H", "H", "C", "O", "H", "H", "H", "H", "C", "O", "H", "H", "H", "H", "C", "O", "H", "H", "H", "H"], "coordinates": [[-2.7813, -5.0075, -6.1449], [-1.6393, -4.0099, -6.3271], [-0.9791, -4.2306, -7.6716], [-2.1261, -2.5912, -6.2929], [-2.5550, -2.1087, -4.9109], [-1.3567, -2.2842, -3.9548], [-0.7102, -3.6547, -3.9462], [0.6621, -3.5063, -3.3132], [-1.5581, -4.5968, -3.0625], [-0.5843, -4.1249, -5.3046], [0.2074, -5.2835, -5.4098], [-3.5924, -4.7442, -6.8262], [-2.4642, -6.0289, -6.3718], [-3.1236, -5.0755, -5.1147], [-1.6601, -3.8920, -8.4671], [-0.1067, -3.5817, -7.8138], [-0.6800, -5.2334, -7.9771], [-1.4777, -1.8811, -6.8248], [-2.9549, -2.5178, -7.0260], [-2.8197, -1.0517, -4.9982], [-3.4309, -2.6891, -4.6114], [-1.8523, -2.1602, -2.9816], [-0.6594, -1.4598, -4.0950], [0.6095, -2.9412, -2.3775], [1.3239, -2.9261, -3.9660], [1.1490, -4.4645, -3.1299], [-1.3333, -4.5256, -1.9958], [-1.4054, -5.6407, -3.3488], [-2.6163, -4.3769, -3.1986], [0.8978, -5.0584, -6.0419], [4.7272, -1.0801, 5.9320], [5.4174, -0.2248, 4.8733], [6.6361, 0.5028, 5.4566], [5.8968, -1.1634, 3.7535], [6.0601, -0.5631, 2.3618], [4.7759, 0.1975, 2.0319], [4.4672, 1.3115, 3.0335], [5.4929, 2.4431, 3.0006], [3.0811, 1.8340, 2.6900], [4.3859, 0.6847, 4.3504], [4.0212, 1.6587, 5.3292], [5.4499, -1.7296, 6.4276], [4.2655, -0.4399, 6.6861], [3.9416, -1.6482, 5.4366], [7.0144, -0.0633, 6.3135], [7.4464, 0.6689, 4.7483], [6.3627, 1.4702, 5.8865], [6.8980, -1.5378, 4.0428], [5.4125, -2.1463, 3.7869], [6.8959, 0.1292, 2.2709], [6.1641, -1.3994, 1.6689], [3.9498, -0.5196, 1.9825], [4.8428, 0.6438, 1.0308], [5.3979, 3.0454, 2.0927], [6.5122, 2.0661, 3.0713], [5.3111, 3.1198, 3.8365], [2.9807, 2.9025, 2.8900], [2.3259, 1.2825, 3.2528], [2.8586, 1.7042, 1.6288], [3.1278, 1.3757, 5.5721], [-6.2182, 0.1195, -3.7082], [-6.4191, -0.2656, -2.2187], [-6.1873, 0.9665, -1.3170], [-7.8901, -0.6387, -1.9684], [-8.1579, -2.1177, -2.2044], [-7.2061, -2.9367, -1.3614], [-5.7566, -2.7289, -1.8094], [-4.8495, -3.4555, -0.8320], [-5.6242, -3.3560, -3.2324], [-5.4932, -1.3001, -1.7616], [-4.1408, -0.9410, -1.8469], [-5.2369, -0.2190, -4.0603], [-6.9273, -0.3552, -4.3893], [-6.2588, 1.1996, -3.8417], [-6.8493, 1.7776, -1.6170], [-6.3882, 0.6457, -0.3004], [-5.1393, 1.2636, -1.3756], [-8.1931, -0.4056, -0.9467], [-8.4786, -0.0256, -2.6524], [-9.1855, -2.3640, -1.9137], [-8.0982, -2.3649, -3.2687], [-7.4176, -4.0045, -1.4251], [-7.2859, -2.6424, -0.3084], [-5.0589, -3.0893, 0.1720], [-3.7979, -3.2533, -1.0491], [-4.9841, -4.5353, -0.9019], [-4.6356, -3.8135, -3.3109], [-5.7177, -2.6079, -4.0180], [-6.3444, -4.1562, -3.3977], [-4.0163, -0.7353, -2.7893], [-0.5688, -0.1392, 7.4954], [0.3328, 0.1964, 6.3011], [1.3488, -0.9333, 6.0971], [-0.5085, 0.3150, 5.0400], [-1.3985, 1.5541, 5.0015], [-0.5409, 2.7927, 5.1814], [0.4169, 2.7488, 6.3531], [1.5269, 3.7704, 6.1151], [-0.3417, 3.1202, 7.6582], [1.0682, 1.4252, 6.4493], [2.0716, 1.3725, 7.4177], [-1.4650, 0.4784, 7.5431], [-0.0355, -0.1387, 8.4495], [-0.9910, -1.1480, 7.4042], [0.8244, -1.8729, 5.9368], [1.9708, -0.9981, 6.9918], [2.0101, -0.6565, 5.2744], [0.1371, 0.3402, 4.1552], [-1.0829, -0.6121, 4.9441], [-2.0797, 1.4592, 5.8519], [-1.9342, 1.6277, 4.0576], [-1.1649, 3.6893, 5.2489], [-0.0032, 2.9606, 4.2373], [2.2170, 3.8636, 6.9542], [2.1517, 3.4608, 5.2746], [1.1230, 4.7583, 5.8820], [-1.3883, 2.8275, 7.6257], [0.1459, 2.7070, 8.5418], [-0.2866, 4.2062, 7.7628], [1.6423, 1.3560, 8.2919], [-0.1426, 0.2186, -1.5245], [-0.1459, -0.4609, -0.1503], [-0.3376, 0.6341, 0.9373], [-1.3024, -1.4642, -0.1204], [-1.2252, -2.4288, 1.0526], [0.1202, -3.1564, 1.1415], [1.3134, -2.1985, 1.0553], [1.4858, -1.5776, 2.4299], [2.5757, -3.0108, 0.7513], [1.0730, -1.2513, -0.0269], [2.2344, -0.4905, -0.3010], [0.2058, -0.4739, -2.2889], [-1.1765, 0.5010, -1.7551], [0.4330, 1.1411, -1.4936], [0.6175, 1.0143, 1.2963], [-0.9027, 1.4582, 0.4893], [-0.9368, 0.2765, 1.7748], [-2.2212, -0.8836, -0.0313], [-1.2865, -2.0348, -1.0526], [-1.3070, -1.8586, 1.9848], [-2.0512, -3.1419, 1.0498], [0.2060, -3.9619, 0.4084], [0.0958, -3.5906, 2.1448], [1.7077, -2.2919, 3.2280], [0.5560, -1.0950, 2.7248], [2.2429, -0.7915, 2.5111], [3.4986, -2.4789, 0.9621], [2.5681, -3.2582, -0.3183], [2.5072, -3.9601, 1.2835], [2.5604, -0.8438, -1.1410], [2.0228, 5.5599, 0.1064], [2.7642, 5.5017, -1.2502], [3.7694, 6.6392, -1.2872], [3.5488, 4.1918, -1.3589], [2.7259, 2.9468, -1.6339], [1.9156, 3.2364, -2.8842], [1.0263, 4.4688, -2.7586], [0.3773, 4.7052, -4.1132], [-0.0566, 4.1764, -1.7049], [1.8690, 5.5947, -2.3915], [1.1128, 6.8014, -2.2951], [2.6233, 6.1221, 0.8336], [1.1845, 6.2541, -0.0125], [1.7690, 4.6028, 0.5404], [3.3524, 7.5826, -0.9228], [4.6253, 6.3880, -0.6594], [4.1288, 6.8731, -2.2938], [4.2284, 4.3414, -2.2077], [4.1689, 4.0021, -0.4809], [3.4846, 2.1959, -1.8743], [2.0902, 2.5917, -0.8286], [1.3252, 2.3691, -3.1943], [2.6187, 3.3891, -3.7130], [0.1805, 5.7597, -4.3164], [-0.5843, 4.2068, -4.2452], [1.0370, 4.3439, -4.9059], [0.3071, 3.7253, -0.7865], [-0.7395, 3.4338, -2.1408], [-0.6784, 5.0325, -1.4417], [1.3788, 7.2933, -3.0770], [0.8743, 0.9078, -5.5638], [0.5188, 0.5387, -6.8963], [0.8190, 1.9952, -5.4269], [0.1288, 0.4688, -4.8986], [1.9189, 0.6548, -5.4223], [-0.3760, 0.8427, -7.0667], [-4.6507, -0.5162, 1.4439], [-4.9927, 0.1962, 2.6050], [-5.5728, -0.8374, 0.9370], [-4.0770, 0.0080, 0.6755], [-4.1807, -1.4852, 1.6211], [-5.7111, 0.7956, 2.3929], [4.1811, -1.4951, -3.9455], [3.5747, -0.8695, -2.8009], [3.6296, -2.3888, -4.2068], [4.1903, -0.7922, -4.7833], [5.2217, -1.7368, -3.7175], [4.2182, -0.2260, -2.4871]], "mulliken_charge": [-1.742, 1.873, -2.297, -1.961, 0.588, 1.158, 2.009, -2.063, -1.366, 0.774, -0.561, 0.375, 0.374, 0.291, 0.443, 0.448, 0.371, 0.337, 0.644, 0.721, -1.138, -0.698, -0.478, 0.030, 0.481, 0.463, 0.147, 0.406, -0.014, 0.324, -2.016, 1.770, -1.882, -1.585, -1.028, 0.136, 1.241, -1.966, -0.601, 1.637, -0.675, 0.655, 0.351, 0.231, 0.547, 0.344, 0.215, 0.412, 0.476, 0.358, 0.515, -0.656, 0.538, 0.331, 0.293, 0.414, 0.672, -0.681, -0.110, -0.135, -1.150, 1.169, -1.859, -1.350, -0.620, -1.398, 1.430, -1.569, -0.885, 0.384, 0.885, -0.159, 0.364, 0.489, 0.529, 0.363, 0.273, 0.361, 0.448, 0.441, 0.352, 0.474, 0.285, 0.424, -0.030, 0.453, -0.387, 0.277, 0.431, -0.257, -1.908, 1.528, -1.321, -0.373, -0.946, -1.472, 1.303, -1.728, -1.686, 1.966, -0.524, 0.327, 0.326, 0.465, 0.574, 0.610, -0.599, -1.118, 0.802, 0.390, 0.490, 0.484, 0.258, 0.419, 0.066, 0.508, 0.339, 0.178, 0.545, 0.342, -0.713, 3.039, -0.496, 0.536, -0.533, -1.597, 1.572, -0.884, -1.871, 0.995, 0.915, -0.296, -0.021, -0.461, -1.079, 0.539, -0.100, -0.700, -0.625, 0.020, 0.391, 0.365, 0.513, 0.822, -0.574, -0.831, 0.051, 0.286, 0.507, 0.191, -1.779, 2.093, -2.153, -1.663, 1.531, -0.955, 2.080, -1.706, -1.759, 0.125, -0.470, 0.543, 0.378, 0.124, 0.435, 0.425, 0.458, 0.441, 0.266, -0.367, -0.816, -0.326, 0.714, 0.313, 0.270, 0.419, 0.240, 0.407, 0.414, 0.360, 0.011, -0.593, 0.196, -0.014, 0.091, 0.331, -0.189, -0.594, 0.244, 0.121, 0.055, 0.328, -0.901, -0.285, 0.308, 0.287, 0.348, 0.101], "smiles": "CC1(C)CCCC(C)(C)N1O.CC1(C)CCCC(C)(C)N1O.CC1(C)CCCC(C)(C)N1O.CC1(C)CCCC(C)(C)N1O.CC1(C)CCCC(C)(C)N1O.CC1(C)CCCC(C)(C)N1O.CO.CO.CO", "homo_lumo_gap_ev": 8.1, "e_above_lowest_ev": 0.000, "total_charge": 0}